Record 1
{"formula": "C4H31O16", "method": "ωB97M-V/def2-TZVPD", "e_homo_ev": -7.0, "total_charge": -1, "homo_lumo_gap_ev": 9.31, "fmax_ev_per_a": 6.27, "energy_ev": -37411.4688, "species": ["O", "C", "O", "C", "C", "C", "O", "H", "H", "H", "H", "H", "H", "H", "O", "H", "H", "O", "H", "H", "O", "H", "H", "O", "H", "H", "O", "H", "H", "O", "H", "H", "O", "H", "H", "O", "H", "H", "O", "H", "H", "O", "H", "H", "O", "H", "H", "O", "H", "H", "O"], "coordinates": [[-0.8369, 0.7097, -0.9479], [0.2218, 0.3378, -0.4690], [0.4011, -0.1815, 0.6303], [1.5029, 0.6991, -1.1987], [1.2810, 0.1817, -2.6430], [0.7416, -1.1971, -2.6360], [-0.1535, -1.4785, -3.4411], [2.5299, 0.2430, -0.8168], [1.6447, 1.7632, -1.0966], [0.4250, 0.8547, -3.0662], [2.1851, 0.2090, -3.2555], [1.1973, -1.9613, -1.9679], [2.4766, -2.6499, -0.8924], [1.6004, -3.7625, -0.3187], [2.1408, -3.5293, -1.0380], [-0.3746, -3.7600, 0.7305], [0.3752, -2.8493, 1.8493], [0.4030, -3.7805, 1.3449], [-2.2858, 1.9764, -1.5156], [-2.5173, 2.8015, -0.4393], [-2.9620, 2.2001, -0.9059], [2.7501, 0.6188, 1.2344], [3.1003, 2.0776, 1.8579], [2.8627, 1.6311, 1.0885], [-2.2263, -3.1880, -1.1782], [-0.7072, -3.3117, -1.8052], [-1.4601, -3.8136, -1.5129], [0.9951, 3.5529, 0.4980], [-0.3594, 4.1495, 0.1538], [0.5623, 4.2280, -0.1552], [1.2560, 2.5032, 2.4125], [0.6988, 1.7132, 1.3136], [0.5153, 2.4846, 1.8960], [-0.7396, 2.4822, -1.5268], [-0.2831, 3.8667, -1.6338], [-0.8637, 3.1756, -2.0661], [-2.7093, 0.4077, 0.1594], [-1.4815, -0.5317, 0.5055], [-2.4706, -0.4480, 0.7641], [-2.3886, 0.1572, 2.4008], [-2.4008, 1.2835, 3.0253], [-2.4438, 0.4046, 3.2592], [-2.0490, -0.7010, -2.4100], [-2.6775, -1.2363, -1.0983], [-2.4123, -1.5335, -1.8981], [-0.6115, -0.5290, 4.1479], [-0.5969, -0.9988, 2.6954], [-0.3111, -1.2274, 3.6173], [2.7549, -1.7937, 2.4504], [1.3854, -1.1493, 1.9486], [2.3152, -1.1010, 1.9497]], "mulliken_charge": [-0.77, -0.08, 0.57, -0.15, -0.53, 0.22, -0.60, 0.29, 0.34, 0.06, 0.55, 0.25, 0.35, 0.43, -0.74, 0.39, 0.38, -0.80, 0.31, 0.34, -0.69, 0.29, 0.25, -0.70, 0.37, 0.28, -0.72, 0.44, 0.35, -0.80, 0.27, 0.19, -0.76, 0.26, 0.49, -0.71, 0.49, 0.28, -1.03, 0.35, 0.31, -0.66, 0.31, 0.47, -0.73, 0.30, 0.32, -0.67, 0.30, 0.08, -0.73]}


Record 2
{"formula": "C4H32HgO13", "method": "ωB97M-V/def2-TZVPD", "e_homo_ev": -9.3, "total_charge": 0, "homo_lumo_gap_ev": 6.45, "fmax_ev_per_a": 3.26, "energy_ev": -35456.3327, "species": ["Hg", "C", "C", "O", "H", "H", "H", "H", "H", "C", "C", "O", "H", "H", "H", "H", "H", "O", "H", "H", "O", "H", "H", "O", "H", "H", "O", "H", "H", "O", "H", "H", "O", "H", "H", "O", "H", "H", "O", "H", "H", "O", "H", "H", "O", "H", "H", "O", "H", "H"], "coordinates": [[-0.0134, 3.2591, 0.8276], [-1.1130, -0.5248, -0.7394], [0.1009, 0.0977, 0.0392], [0.4770, 1.3576, -0.4077], [-1.3109, -1.4536, -0.2026], [-0.8154, -0.7368, -1.7659], [-1.9563, 0.1615, -0.8267], [0.8632, -0.6871, -0.0882], [-0.0610, 0.0784, 1.1273], [1.6517, 1.6854, 4.8235], [1.6694, 1.7811, 3.2949], [0.8565, 2.8758, 2.9233], [0.6778, 1.4519, 5.2621], [2.1003, 2.5066, 5.3775], [2.1788, 0.7589, 5.0786], [1.3861, 0.7706, 2.9803], [2.6878, 2.0219, 2.9826], [2.2531, -2.8288, -1.1281], [1.4114, -3.1909, -1.4443], [2.4356, -2.0866, -1.7209], [-0.3506, -3.7618, -1.6285], [-0.3150, -3.6603, -2.5961], [-1.2871, -3.7355, -1.4195], [-1.7973, -0.0312, -4.2521], [-1.0584, 0.5890, -4.0883], [-1.7550, -0.2156, -5.1965], [-2.2099, 2.4570, 0.8843], [-2.4813, 1.5188, 0.8029], [-2.9577, 2.9618, 0.5465], [-0.0714, 1.7392, -3.1710], [0.7700, 2.2048, -3.2036], [-0.2190, 1.5712, -2.2187], [-1.0100, -2.9411, -4.2858], [-1.4373, -2.1080, -4.0402], [-1.7344, -3.5387, -4.5000], [-1.6378, 1.0825, 3.6402], [-0.6816, 1.1694, 3.7274], [-1.7623, 0.5690, 2.8360], [-3.5853, 0.1738, 1.2380], [-4.4270, 0.3778, 1.6608], [-3.5382, -0.7887, 1.2355], [3.6101, 1.2311, -0.5152], [2.6651, 1.0597, -0.6362], [3.6485, 1.8385, 0.2290], [1.4712, -2.2687, 2.3515], [1.1465, -1.7885, 3.1199], [1.0674, -1.8254, 1.5987], [1.7732, -0.6602, -2.8667], [1.2641, -0.2622, -3.5796], [1.4210, -0.2555, -2.0657]], "mulliken_charge": [1.34, -0.87, 0.53, -0.97, 0.18, 0.17, 0.42, 0.14, -0.12, -1.15, -0.08, -0.84, 0.32, 0.33, 0.37, 0.16, 0.33, -0.67, 0.40, 0.32, -0.69, 0.38, 0.28, -0.66, 0.37, 0.33, -0.53, 0.24, 0.27, -0.75, 0.33, 0.26, -0.68, 0.37, 0.31, -0.64, 0.33, 0.34, -0.56, 0.23, 0.29, -0.68, 0.38, 0.29, -0.66, 0.30, 0.31, -0.71, 0.27, 0.40]}


Record 3
{"formula": "C4H32N2O11", "method": "ωB97M-V/def2-TZVPD", "e_homo_ev": -7.8, "total_charge": 0, "homo_lumo_gap_ev": 7.77, "fmax_ev_per_a": 2.57, "energy_ev": -30169.2223, "species": ["C", "N", "C", "C", "N", "C", "O", "H", "H", "H", "H", "H", "H", "H", "H", "H", "H", "H", "H", "O", "H", "H", "O", "H", "H", "O", "H", "H", "O", "H", "H", "O", "H", "H", "O", "H", "H", "O", "H", "H", "O", "H", "H", "O", "H", "H", "O", "H", "H"], "coordinates": [[2.3806, -2.0419, -0.6939], [1.9171, -1.0335, 0.2226], [1.9556, 0.3509, -0.2267], [0.8769, 1.1307, 0.5153], [0.6556, 2.4432, -0.0447], [1.7965, 3.3730, -0.1975], [1.8432, 3.7813, -1.5619], [1.6156, -2.8319, -0.7732], [3.3098, -2.4702, -0.3447], [2.4804, -1.8092, -1.7592], [1.8606, -1.2848, 1.2136], [1.5573, 0.2833, -1.2041], [2.9377, 0.8273, -0.3532], [-0.0470, 0.5840, 0.4903], [1.1058, 1.3042, 1.5659], [0.2519, 2.4410, -0.9441], [1.5199, 4.2055, 0.4314], [2.7639, 2.9030, 0.0253], [2.2155, 3.0219, -2.0413], [-1.1484, 0.5401, -2.4625], [-1.8445, 0.9617, -1.9244], [-1.2712, -0.3852, -2.1631], [-2.8400, 0.8784, -0.4250], [-3.7727, 1.1879, -0.3418], [-2.3382, 1.3165, 0.3163], [0.0610, -2.9064, 3.2010], [-0.0770, -2.3826, 3.9894], [-0.8093, -3.3051, 3.0993], [0.5230, 2.1931, 3.5003], [1.3446, 1.8231, 3.8074], [-0.3188, 1.8334, 3.7744], [-1.8103, 1.7807, 1.7282], [-0.9048, 1.9937, 1.8468], [-1.9571, 0.8588, 2.0930], [-2.0245, -1.8729, -1.5620], [-2.8301, -1.3911, -1.4280], [-2.2507, -2.6184, -2.1500], [-1.5135, -0.7532, 2.9461], [-1.9179, -1.3261, 2.2715], [-0.5611, -0.8330, 2.7856], [-2.3036, -2.9583, 1.3973], [-1.7288, -2.7564, 0.6757], [-2.9266, -3.6006, 1.0448], [-0.4890, -2.7019, -3.6297], [-0.0355, -2.4328, -2.8301], [-0.7202, -1.8774, -4.0288], [1.4489, 1.2075, -3.0511], [0.5127, 0.9832, -2.8018], [1.5066, 1.3654, -3.9988]], "mulliken_charge": [-1.09, -0.07, 0.26, -0.16, -0.08, -0.61, -0.58, 0.23, 0.36, 0.35, 0.19, -0.09, 0.12, 0.10, -0.07, 0.28, 0.37, 0.31, 0.35, -0.68, 0.37, 0.25, -0.64, 0.26, 0.44, -0.64, 0.32, 0.32, -0.63, 0.29, 0.31, -0.77, 0.17, 0.46, -0.56, 0.27, 0.30, -0.67, 0.40, 0.33, -0.72, 0.30, 0.31, -0.67, 0.31, 0.34, -0.61, 0.39, 0.27]}


Record 4
{"formula": "C4H32NO13", "method": "ωB97M-V/def2-TZVPD", "spin_multiplicity": 2, "e_homo_ev": [-10.1, -10.1], "total_charge": 0, "homo_lumo_gap_ev": [9.39, 4.21], "fmax_ev_per_a": 3.38, "energy_ev": -32770.1162, "species": ["C", "O", "C", "C", "C", "O", "N", "H", "H", "H", "H", "H", "H", "H", "H", "H", "H", "H", "H", "O", "H", "H", "O", "H", "H", "O", "H", "H", "O", "H", "H", "O", "H", "H", "O", "H", "H", "O", "H", "H", "O", "H", "H", "O", "H", "H", "O", "H", "H", "O"], "coordinates": [[0.6661, 1.0081, -3.0786], [-0.6451, 0.4936, -3.0065], [1.4636, 0.8163, -1.8191], [1.3307, 2.0072, -0.8530], [1.6352, 1.7151, 0.6311], [0.4984, 1.7291, 1.4880], [2.8563, 0.6731, -2.1912], [1.0703, 0.5023, -3.9709], [0.8360, 2.0148, -3.4896], [1.1162, -0.1056, -1.3031], [2.0450, 2.7648, -1.1738], [0.2861, 2.3209, -0.8360], [2.2248, 0.8177, 0.8360], [2.1782, 2.5755, 1.0220], [-0.1004, 1.0014, 1.2813], [3.4155, 0.5042, -1.3360], [3.0665, -0.1482, -2.7889], [-1.3695, 1.0977, -3.0295], [-2.4156, 3.3625, -0.2056], [-2.8878, 2.9567, -0.9694], [-0.7635, 0.0788, -1.6732], [-2.7636, 2.0407, -0.7640], [-1.4444, -0.0346, -0.9595], [2.9968, -1.5622, 0.5476], [3.2604, -2.1438, 1.8237], [3.6950, -1.5273, 1.2020], [-1.8340, -0.9602, -1.1059], [-1.8239, -2.7362, -2.2921], [-1.9835, -2.5621, -1.3516], [0.8687, -3.6049, 2.0722], [0.7736, -2.6353, 0.8291], [1.1057, -2.7225, 1.7754], [-1.9240, 2.6524, 2.1033], [-0.7422, 2.9533, 1.1792], [-1.6408, 3.2337, 1.4004], [-3.7535, 1.0295, -0.4642], [-4.0151, -0.0522, 0.5307], [-3.9811, 0.9072, 0.4603], [-1.9843, -3.7887, -0.1275], [-2.0210, -3.3773, 1.2498], [-1.7743, -4.1738, 0.7394], [0.6955, -3.7093, -0.7111], [-0.5397, -2.6932, -1.0507], [0.4807, -2.7789, -0.7818], [2.4899, 0.1550, 2.9354], [1.4020, 1.1013, 3.2101], [2.3445, 0.9933, 3.4196], [-0.6376, -0.5406, 1.4209], [0.1102, -1.3557, 2.4952], [-0.5659, -0.6380, 2.3710]], "lowdin_spin": [0.00, 0.00, 0.00, 0.00, 0.00, 0.00, 0.00, 0.00, 0.00, 0.00, 0.00, 0.00, 0.00, 0.00, 0.00, 0.00, 0.00, 0.00, 0.00, 0.00, 0.00, 0.00, 0.17, 0.00, 0.00, 0.00, 0.00, 0.01, 0.77, 0.00, 0.00, 0.00, 0.00, 0.00, 0.00, 0.00, 0.00, 0.00, 0.00, 0.00, 0.04, 0.00, 0.00, 0.00, 0.00, 0.00, 0.00, 0.00, 0.00, 0.00]}


Record 5
{"formula": "C4H32NO14", "method": "ωB97M-V/def2-TZVPD", "e_homo_ev": -6.6, "total_charge": -1, "homo_lumo_gap_ev": 9.26, "fmax_ev_per_a": 4.22, "energy_ev": -34823.6167, "species": ["O", "C", "C", "C", "C", "O", "N", "H", "H", "H", "H", "H", "H", "H", "H", "H", "H", "O", "H", "H", "O", "H", "H", "O", "H", "H", "O", "H", "H", "O", "H", "H", "O", "H", "H", "O", "H", "H", "O", "H", "H", "O", "H", "H", "O", "H", "H", "O", "H", "H", "O"], "coordinates": [[1.6476, 1.5626, 1.1324], [0.9280, 0.5924, 1.0211], [0.0229, 0.3511, -0.1354], [-1.2553, -0.2680, 0.3147], [-2.1915, -0.7626, -0.8141], [-1.4309, -1.2274, -1.9155], [0.9289, -0.3324, -1.1018], [0.7545, -0.1010, 1.8954], [-0.2197, 1.2735, -0.6777], [-1.8552, 0.0719, 1.1596], [-0.9837, -1.2304, 0.7969], [-2.8221, -1.6138, -0.5254], [-2.7243, 0.1372, -1.2636], [0.7734, -0.0706, -2.0636], [0.6225, -1.3688, -1.1776], [0.9229, -3.3144, -0.3009], [-0.8176, -1.9648, -1.6639], [0.1095, -2.9854, -0.6925], [-0.9742, 3.2967, -0.3581], [-0.4520, 4.1535, 0.7639], [-1.2787, 3.8921, 0.3445], [-0.2552, 2.6315, -2.9506], [-1.6577, 3.1209, -3.3711], [-0.9380, 3.2780, -2.7471], [0.3710, -2.8422, 3.1930], [1.2267, -4.0780, 2.6495], [1.2784, -3.1700, 2.9563], [-0.7243, -0.4335, -4.4479], [-1.0275, 0.0786, -3.1055], [-0.5641, 0.3622, -3.9266], [-3.8220, 2.2879, 1.0466], [-2.3392, 1.9743, 1.1810], [-3.1378, 2.1133, 1.6986], [1.9920, 3.9986, 1.7411], [2.5198, 2.6170, 2.3284], [2.5940, 3.5780, 2.3487], [3.2465, 1.2427, -0.2298], [3.4104, 0.3753, -1.6209], [3.6734, 1.1189, -1.0814], [-0.7363, -3.3606, -0.0604], [-2.3733, -4.1500, 0.6021], [-1.7135, -3.5013, 0.8504], [2.7158, -2.9828, 1.7631], [2.9380, -1.8114, 0.8837], [3.3452, -2.6687, 1.0822], [-1.6495, -2.7493, 3.7502], [-1.4778, -2.7505, 2.1383], [-1.2709, -2.2404, 3.0283], [1.4906, 3.0531, -0.8389], [1.8438, 1.9969, -1.8356], [1.3363, 2.8203, -1.7638]], "mulliken_charge": [-0.62, -0.72, 1.72, -0.36, -0.79, -0.58, -0.19, 0.50, -0.78, 1.13, -0.67, 0.38, 0.23, 0.46, 0.08, 0.26, 0.49, -0.92, 0.33, 0.31, -0.67, 0.32, 0.29, -0.58, 0.38, 0.30, -0.71, 0.28, 0.37, -0.71, 0.31, 0.34, -0.63, 0.27, 0.42, -0.64, 0.30, 0.33, -0.69, 0.28, 0.12, -0.86, 0.39, 0.31, -0.68, 0.27, 0.46, -0.78, 0.29, 0.34, -0.66]}


Record 6
{"formula": "C4H33N2O13", "method": "ωB97M-V/def2-TZVPD", "e_homo_ev": -13.2, "total_charge": 1, "homo_lumo_gap_ev": 10.76, "fmax_ev_per_a": 2.28, "energy_ev": -34277.6923, "species": ["N", "C", "C", "C", "O", "C", "N", "O", "H", "H", "H", "H", "H", "H", "H", "H", "H", "H", "H", "H", "H", "O", "H", "H", "O", "H", "H", "O", "H", "H", "O", "H", "H", "O", "H", "H", "O", "H", "H", "O", "H", "H", "O", "H", "H", "O", "H", "H", "O", "H", "H", "O"], "coordinates": [[0.3797, 2.5767, -2.0637], [-0.2056, 1.4380, -1.2764], [0.4977, 1.3115, 0.0688], [0.0143, 0.0918, 0.8503], [0.9795, -0.9544, 0.9408], [-1.6959, 1.7432, -1.1394], [-2.5468, 0.7467, -1.3973], [-1.9694, 2.8797, -0.7890], [0.0166, 2.5209, -3.0229], [1.3656, 2.3798, -2.3044], [0.2443, 3.3997, -1.4782], [0.0727, 0.5383, -1.8299], [0.3737, 2.2015, 0.6932], [1.5720, 1.1785, -0.0622], [-0.9101, -0.3370, 0.4423], [-0.2201, 0.3179, 1.8953], [1.8962, -0.7612, 0.6856], [-2.1701, -0.1125, -1.7712], [-3.5337, 0.9388, -1.4493], [-2.4697, -3.6704, -1.2473], [-0.8834, -3.7822, -1.1019], [-1.6208, -3.4733, -1.6413], [-2.2065, -0.1220, 4.3490], [-2.9496, -1.4866, 3.8919], [-2.1633, -1.0822, 4.2544], [1.5602, 1.4495, 4.4855], [1.6849, -0.0251, 4.1752], [2.1210, 0.8405, 4.0003], [2.6554, 0.3465, -2.2121], [3.9462, 1.1784, -2.1280], [3.0036, 1.2185, -1.9331], [4.1116, 0.3886, 1.6598], [2.7733, 0.6580, 2.4396], [3.1667, 0.5350, 1.5511], [-0.2459, 0.1861, -4.0828], [0.8641, 0.6493, -5.0268], [0.4682, 0.8381, -4.1693], [-1.7059, -1.4970, -3.9719], [-1.3815, -2.1244, -2.6354], [-1.2690, -1.2832, -3.1415], [0.6423, -3.9750, 0.4972], [0.2904, -2.4905, 0.2811], [0.1895, -3.3870, -0.1145], [0.7382, -1.7233, 3.1896], [-0.3887, -1.2178, 4.0932], [0.5735, -1.4029, 4.0858], [-4.1755, 1.2884, 3.1307], [-2.8749, 2.1064, 3.2898], [-3.2328, 1.2111, 3.2997], [2.4833, -2.0605, -1.7385], [2.2905, -1.7634, -3.3084], [2.2505, -1.4208, -2.4152]], "mulliken_charge": [-0.03, 0.37, -0.80, -0.23, -0.41, -0.05, -0.15, -0.67, 0.37, 0.30, 0.42, 0.08, 0.31, 0.52, 0.36, 0.03, 0.22, 0.20, 0.29, 0.27, 0.36, -0.69, 0.37, 0.26, -0.66, 0.27, 0.44, -0.71, 0.35, 0.31, -0.67, 0.27, 0.39, -0.63, 0.28, 0.31, -0.59, 0.30, 0.31, -0.62, 0.27, 0.41, -0.64, 0.31, 0.39, -0.74, 0.27, 0.31, -0.59, 0.26, 0.23, -0.54]}